## 1
Below is a cluster of 2 separate species, C5H12Si in total, with properties calculated with ωB97M-V with the def2-TZVPD basis set.

Last columns: bonded neighbours and bond lengths (Å).
Atoms and positions in Å:
1 C -1.8079 -0.5456 0.2454  C2 1.293, C3 1.483, H7 1.117
2 C -0.7242 0.0814 0.5695  C1 1.293, Si6 1.842
3 C -2.7224 -0.2578 -0.8862  C1 1.483, H8 1.068, H9 1.068, H10 1.090
4 C 1.8732 -2.5041 0.9425  H11 1.048, H12 1.091, H13 1.062
5 C 1.5379 1.6907 -0.8254  Si6 1.918, H14 1.151, H15 1.169, H16 1.104
6 Si 0.4766 1.4656 0.7559  C2 1.842, C5 1.918, H17 1.608, H18 1.597
7 H -2.0305 -1.5113 0.7597  C1 1.117
8 H -3.6916 0.0250 -0.5383  C3 1.068
9 H -2.4050 0.5300 -1.5333  C3 1.068
10 H -2.6752 -1.1386 -1.5272  C3 1.090
11 H 1.7506 -1.6891 1.5891  C4 1.048
12 H 1.8207 -2.0550 -0.0505  C4 1.091
13 H 2.1180 -3.5330 1.0378  C4 1.062
14 H 1.8908 0.6686 -1.2210  C5 1.151
15 H 0.8645 2.1148 -1.6812  C5 1.169
16 H 2.3160 2.4345 -0.5796  C5 1.104
17 H 1.5070 1.2834 1.9765  Si6 1.608
18 H -0.0985 2.9407 0.9664  Si6 1.597

Output
- E_HOMO (spin up / spin down): -8.79 / -8.14 eV
- Frontier orbital gap (spin up / spin down): 0.313 / 0.306 hartree
- Total charge: 0

Charges per atom according to Mulliken partitioning, unit e: atom 1 (C): 0.395, atom 2 (C): -0.570, atom 3 (C): -1.047, atom 4 (C): -0.846, atom 5 (C): -0.824, atom 6 (Si): 0.252, atom 7 (H): 0.288, atom 8 (H): 0.316, atom 9 (H): 0.350, atom 10 (H): 0.299, atom 11 (H): 0.290, atom 12 (H): 0.230, atom 13 (H): 0.327, atom 14 (H): 0.235, atom 15 (H): 0.242, atom 16 (H): 0.274, atom 17 (H): -0.084, atom 18 (H): -0.127



## 2
Below is a cluster of 2 separate species, C5H12Si in total, with properties calculated with ωB97M-V with the def2-TZVPD basis set.

Last columns: bonded neighbours and bond lengths (Å).
Atoms and positions in Å:
1 C 0.9104 1.7339 1.6207  C2 1.491, H7 1.095, H8 1.141, H11 1.044
2 C 1.3004 0.6931 0.6267  C1 1.491, C5 1.331, H9 1.084
3 C -2.3453 0.5381 -0.7861  C4 1.308, H10 1.092, H12 1.040
4 C -1.5046 -0.1064 -1.5528  C3 1.308, H13 1.136, H14 1.143
5 C 0.5911 -0.4287 0.5335  C2 1.331, Si6 1.977, H15 1.039
6 Si 1.0470 -2.0901 -0.4365  C5 1.977, H16 1.501, H17 1.460, H18 1.468
7 H 0.0300 1.4448 2.2040  C1 1.095
8 H 0.6966 2.6624 0.9926  C1 1.141
9 H 2.3015 0.7690 0.2173  C2 1.084
10 H -3.3869 0.2214 -0.8650  C3 1.092
11 H 1.6026 1.8667 2.3907  C1 1.044
12 H -1.8762 1.1040 -0.0499  C3 1.040
13 H -0.4105 0.1493 -1.3853  C4 1.136
14 H -1.8241 -0.7600 -2.4339  C4 1.143
15 H -0.3459 -0.3964 0.9808  C5 1.039
16 H 0.4290 -3.2686 0.2579  Si6 1.501
17 H 2.4952 -2.0968 -0.6215  Si6 1.460
18 H 0.2898 -2.0358 -1.6930  Si6 1.468

Output
- E_HOMO: -9.44 eV
- SMILES: C/C=C/[SiH3].C=C
- Frontier orbital gap: 0.388 hartree
- Total charge: 0

Charges per atom according to Mulliken partitioning, unit e: atom 1 (C): -1.158, atom 2 (C): 0.233, atom 3 (C): -0.581, atom 4 (C): -0.421, atom 5 (C): -1.015, atom 6 (Si): 0.518, atom 7 (H): 0.298, atom 8 (H): 0.233, atom 9 (H): 0.357, atom 10 (H): 0.244, atom 11 (H): 0.428, atom 12 (H): 0.303, atom 13 (H): 0.275, atom 14 (H): 0.209, atom 15 (H): 0.473, atom 16 (H): -0.109, atom 17 (H): -0.129, atom 18 (H): -0.158



Of the structures shown above, 1 is the least stable.